# 1
166
Properties=species:S:1:pos:R:3:forces:R:3 method="wB97M-V/def2-TZVPD" e_tot_ev=-110873.4202 charge=+1 gap_ev=7.64 lumo_ev=-2.30
C -0.925 -3.445 -0.094 -0.3 0.1 -0.2
C -0.181 -3.945 -1.319 0.0 -0.4 0.3
C 1.327 -3.750 -1.302 -0.4 0.1 -0.3
C 1.840 -2.400 -1.753 0.1 -0.2 0.8
N 1.390 -1.172 -0.992 0.6 0.1 -0.6
C 0.760 -0.218 -1.927 -0.6 -0.4 0.1
C -0.581 -0.737 -2.406 0.1 0.0 -0.3
C -1.360 0.267 -3.263 0.2 -0.2 0.4
C -2.195 1.331 -2.557 0.5 0.0 -0.3
C -3.392 0.903 -1.809 0.2 -0.1 0.4
C -4.277 -0.089 -1.998 0.2 -0.3 -0.4
O -4.317 -0.989 -2.978 -0.2 -0.5 0.0
C -3.851 -2.308 -2.575 -0.1 0.3 0.2
C -4.699 -3.391 -3.177 0.0 -0.4 -0.4
O -4.040 -4.621 -3.038 0.0 -0.1 -0.1
C -4.117 -5.167 -1.740 0.0 -0.2 0.4
C -3.473 -6.534 -1.711 0.2 0.0 0.3
N -5.219 -0.045 -0.985 -0.3 -0.3 0.1
C -6.302 -1.052 -0.949 -0.1 0.4 -0.3
C -7.648 -0.603 -0.408 -0.2 -0.5 0.6
C -7.973 -1.251 0.939 0.4 0.1 -0.1
I -8.932 -3.131 0.693 -0.1 -0.1 0.0
C -4.908 0.967 -0.172 -0.4 -0.4 -0.4
C -5.640 1.380 1.054 0.5 0.4 0.8
O -5.699 0.392 2.042 -0.3 -0.2 -0.2
C -4.456 0.094 2.693 -0.5 -0.1 -0.2
C -4.173 -1.371 2.525 -0.2 0.3 -0.2
N -3.810 1.554 -0.657 0.4 0.4 0.2
B -3.089 2.752 -0.062 -0.3 0.3 0.0
O -3.806 3.861 0.221 0.1 0.2 -0.5
O -1.776 2.746 0.154 0.1 -0.2 0.7
C -1.143 1.612 0.749 0.5 0.1 -0.6
C 2.473 -0.623 -0.302 -0.6 -0.2 0.4
S 3.071 0.863 -0.567 0.2 0.6 0.0
S 3.387 -1.600 0.848 0.5 -0.2 0.0
C 2.321 -2.539 1.973 -0.3 0.7 0.1
C 1.724 -1.663 3.076 -0.3 -0.3 -0.1
C 0.354 -2.141 3.523 0.0 0.1 -0.1
H -1.013 -4.218 0.655 0.2 -0.1 0.4
H -1.940 -3.175 -0.365 -0.3 0.1 0.0
H -0.464 -2.563 0.318 0.2 0.3 0.3
H -0.358 -5.012 -1.374 -0.1 -0.3 -0.2
H -0.630 -3.525 -2.209 0.1 0.1 -0.4
H 1.748 -4.020 -0.344 0.0 0.0 0.3
H 1.730 -4.467 -2.008 0.3 -0.2 -0.2
H 1.641 -2.283 -2.810 -0.3 0.3 -0.2
H 2.915 -2.424 -1.648 0.4 -0.1 -0.2
H 1.427 -0.068 -2.771 0.1 0.3 -0.2
H 0.588 0.742 -1.464 0.3 0.2 0.4
H -1.131 -1.118 -1.552 -0.4 0.0 0.2
H -0.401 -1.581 -3.060 0.0 -0.4 0.0
H -1.945 -0.306 -3.965 -0.4 0.1 -0.3
H -0.628 0.832 -3.826 0.2 0.1 -0.4
H -2.480 2.063 -3.305 -0.2 0.2 -0.2
H -1.546 1.852 -1.871 0.2 0.2 0.1
H -2.827 -2.441 -2.895 0.3 0.1 -0.2
H -3.873 -2.368 -1.493 0.1 0.0 0.3
H -4.807 -3.229 -4.240 -0.1 0.2 -0.3
H -5.696 -3.438 -2.744 -0.2 0.1 0.2
H -5.152 -5.243 -1.411 -0.4 0.1 -0.1
H -3.620 -4.539 -1.002 0.2 0.4 0.0
H -4.198 -7.328 -1.628 -0.2 -0.3 -0.2
H -2.845 -6.691 -2.575 0.1 0.0 -0.4
H -2.830 -6.608 -0.846 0.2 -0.1 0.3
H -5.929 -1.935 -0.448 0.1 -0.2 0.3
H -6.435 -1.327 -1.982 0.1 -0.1 -0.4
H -7.741 0.470 -0.340 0.1 0.3 -0.1
H -8.408 -0.940 -1.094 -0.2 0.2 -0.5
H -7.056 -1.477 1.448 0.3 -0.1 0.3
H -8.542 -0.611 1.590 -0.5 0.0 0.1
H -6.640 1.722 0.837 -0.4 -0.1 -0.1
H -5.125 2.249 1.451 0.1 0.3 0.0
H -4.586 0.348 3.735 0.1 0.2 0.3
H -3.662 0.685 2.254 0.3 0.3 0.0
H -3.317 -1.655 3.119 0.3 -0.3 0.1
H -5.049 -1.932 2.814 -0.1 -0.3 0.3
H -4.004 -1.566 1.474 0.3 -0.3 -0.3
H -4.509 4.013 -0.417 -0.4 0.1 0.2
H -1.308 1.621 1.806 -0.2 -0.1 0.6
H -1.481 0.686 0.303 -0.2 -0.4 -0.1
H -0.081 1.700 0.582 0.3 0.1 -0.1
H 3.001 -3.221 2.453 0.4 -0.6 -0.1
H 1.555 -3.102 1.473 -0.3 -0.2 -0.4
H 2.370 -1.714 3.939 0.4 0.2 0.2
H 1.676 -0.633 2.751 0.0 0.4 -0.1
H -0.303 -2.318 2.683 -0.3 0.0 -0.4
H -0.109 -1.387 4.147 -0.2 0.1 0.3
H 0.418 -3.074 4.070 0.0 -0.2 0.2
C -9.731 4.846 3.035 0.1 -0.1 0.1
C -8.274 5.255 3.252 -0.1 0.0 -0.1
C -7.530 4.070 2.654 0.0 -0.2 0.0
O -8.357 3.560 1.601 0.1 -0.1 -0.1
C -9.662 4.151 1.682 0.0 0.1 0.0
H -10.427 5.681 3.043 0.0 0.0 0.0
H -10.039 4.138 3.807 0.0 0.0 0.0
H -8.052 6.163 2.689 0.0 0.0 0.0
H -8.016 5.432 4.295 0.0 0.0 0.0
H -7.390 3.270 3.390 0.1 0.1 0.1
H -6.557 4.339 2.238 0.0 0.0 0.0
H -9.769 4.868 0.862 0.0 0.0 0.0
H -10.416 3.374 1.562 0.0 -0.1 0.0
C 5.500 2.448 -3.684 0.1 0.0 0.0
C 5.572 3.934 -4.038 -0.1 -0.1 0.1
C 5.113 3.929 -5.489 0.0 -0.1 -0.1
O 4.194 2.833 -5.618 0.0 0.0 0.0
C 4.264 2.008 -4.458 -0.1 0.1 0.1
H 5.423 2.251 -2.616 0.0 0.0 0.0
H 6.385 1.932 -4.063 0.0 0.0 0.0
H 4.869 4.502 -3.424 0.0 0.0 0.0
H 6.561 4.369 -3.910 0.0 0.0 0.0
H 5.953 3.756 -6.171 0.0 0.0 0.0
H 4.621 4.853 -5.776 0.0 0.0 0.0
H 3.353 2.162 -3.866 0.0 -0.1 0.1
H 4.305 0.960 -4.762 0.0 0.0 0.0
C 4.395 9.209 -4.625 0.0 -0.1 0.1
C 5.906 9.229 -4.403 0.0 0.1 -0.1
C 6.252 7.753 -4.509 0.0 -0.1 0.1
O 5.308 7.177 -5.421 0.0 0.1 0.0
C 4.251 8.106 -5.668 0.1 0.1 -0.1
H 3.985 10.161 -4.957 0.0 0.0 0.0
H 3.886 8.922 -3.701 0.0 0.0 0.0
H 6.392 9.789 -5.205 0.0 0.0 0.0
H 6.209 9.661 -3.451 0.0 -0.1 0.0
H 6.150 7.254 -3.540 0.1 0.1 0.0
H 7.263 7.582 -4.881 0.0 -0.1 0.0
H 4.365 8.503 -6.683 -0.1 0.0 0.0
H 3.294 7.585 -5.607 0.0 -0.1 0.0
C 5.211 -5.071 6.120 -0.2 0.1 0.0
C 4.043 -6.053 6.052 0.2 -0.1 -0.1
C 3.044 -5.296 5.196 -0.2 0.1 0.0
O 3.811 -4.480 4.301 0.0 0.0 0.0
C 5.183 -4.463 4.723 0.0 -0.1 0.0
H 6.166 -5.535 6.357 0.0 0.0 0.0
H 5.010 -4.304 6.870 0.0 0.0 0.0
H 4.352 -6.967 5.540 0.0 0.0 0.0
H 3.642 -6.328 7.025 0.0 0.0 0.0
H 2.413 -4.638 5.806 0.0 0.0 0.0
H 2.398 -5.959 4.619 0.0 0.0 0.0
H 5.766 -5.064 4.018 0.0 0.0 0.0
H 5.555 -3.439 4.695 -0.1 0.0 0.0
C 3.867 -9.563 2.258 0.1 0.0 0.1
C 3.760 -10.723 3.246 -0.1 0.0 -0.1
C 3.209 -10.025 4.481 0.1 0.1 0.0
O 2.401 -8.941 4.010 0.1 0.0 0.0
C 2.633 -8.744 2.613 -0.1 0.0 0.0
H 3.883 -9.872 1.215 0.0 0.0 0.0
H 4.773 -8.986 2.456 0.0 0.0 0.0
H 3.044 -11.462 2.879 0.0 0.0 0.0
H 4.704 -11.230 3.434 0.0 0.0 0.0
H 4.017 -9.614 5.097 0.0 -0.1 0.0
H 2.599 -10.679 5.104 0.0 0.0 0.0
H 1.754 -9.095 2.062 0.0 0.0 0.0
H 2.761 -7.677 2.418 0.0 0.0 0.0
C 7.362 8.150 1.154 -0.1 0.1 0.0
C 5.951 7.622 0.898 0.1 -0.1 0.0
C 5.616 8.275 -0.437 0.0 0.1 0.0
O 6.852 8.414 -1.141 0.0 0.0 0.0
C 7.945 8.161 -0.253 0.0 -0.1 0.0
H 7.941 7.541 1.845 0.0 0.0 0.0
H 7.315 9.165 1.552 0.0 0.0 0.0
H 5.973 6.535 0.792 0.0 0.0 0.0
H 5.238 7.872 1.681 0.0 0.0 0.0
H 5.183 9.271 -0.295 0.0 0.0 0.0
H 4.927 7.680 -1.039 0.0 0.0 -0.1
H 8.384 7.191 -0.509 0.0 0.0 0.0
H 8.704 8.931 -0.393 0.0 0.0 -0.1


# 2
63
Properties=species:S:1:pos:R:3:forces:R:3 method="wB97M-V/def2-TZVPD" spin_multiplicity=6 e_tot_ev=-45047.4176 relative_energy_kj_mol=0.00 charge=+2 gap_ev="7.52 / 6.04" lumo_ev="-5.28 / -8.96"
C -2.523 0.699 -4.470 0.1 0.3 0.1
C -2.073 -0.447 -3.829 0.6 -0.3 0.3
C -1.206 -0.426 -2.702 -1.1 0.4 -0.6
C -0.940 0.848 -2.144 0.4 -1.1 -0.5
C -1.214 1.984 -2.926 -0.4 0.1 0.3
C -2.044 1.926 -4.038 -0.1 0.2 -0.4
C -0.945 -1.801 -2.131 -0.2 -0.8 -0.3
C 0.401 -2.481 -1.712 -0.7 -0.3 1.1
N 1.662 -2.364 -2.379 0.6 1.1 -0.2
Ir -0.618 1.451 -0.084 -3.8 -1.1 -0.4
C -0.690 3.311 -2.468 0.3 0.9 0.4
P 0.543 2.875 -1.166 1.9 2.5 -3.6
H -2.416 -1.405 -4.222 0.2 0.1 0.1
H -2.303 2.857 -4.558 0.1 -0.4 0.2
H -3.220 0.635 -5.308 0.3 0.0 0.3
H -1.486 3.949 -2.047 0.3 -0.2 -0.1
H -0.205 3.877 -3.279 -0.1 -0.2 0.2
H -1.572 -1.925 -1.232 0.3 0.0 -0.1
H -1.382 -2.504 -2.855 0.0 0.3 0.2
H 0.590 -2.308 -0.640 0.0 0.0 -0.4
C 1.331 4.266 -0.379 0.1 0.5 0.4
C 1.831 2.051 -2.152 0.3 0.2 0.0
H 0.140 -3.560 -1.795 0.2 0.2 0.2
C 1.813 -1.959 -3.749 -0.1 0.3 -0.9
C 2.874 -2.398 -1.577 0.3 -0.2 0.7
H 0.890 1.763 0.907 0.7 0.5 1.2
H 2.176 -2.789 -4.392 -0.1 0.2 0.5
H 0.862 -1.596 -4.158 0.2 -0.2 0.2
H 2.580 -1.159 -3.813 -0.4 -0.4 0.1
H 3.483 -3.306 -1.752 -0.4 0.2 -0.2
H 3.518 -1.534 -1.810 -0.3 -0.3 -0.1
H 2.597 -2.380 -0.516 0.2 0.0 -0.3
H 2.372 2.785 -2.759 0.0 -0.1 0.1
H 2.532 1.543 -1.481 0.0 0.1 -0.1
H 1.373 1.308 -2.809 0.1 0.2 0.1
H 1.384 5.137 -1.039 0.1 -0.1 0.1
H 0.769 4.528 0.526 0.2 0.1 -0.3
H 2.347 3.970 -0.093 -0.2 0.1 0.0
H 1.101 1.183 0.438 1.8 -1.1 0.2
C 0.291 1.120 4.464 0.3 0.2 0.1
C -0.949 0.248 4.406 -0.8 -0.2 -0.2
C -0.844 -1.072 3.557 0.6 -0.5 0.6
C -0.150 -2.172 4.386 -0.3 -0.3 -0.2
C 1.308 -1.909 4.749 0.2 0.0 0.0
C -2.247 -1.548 3.170 -0.8 -1.3 0.6
O -2.814 -2.563 3.528 1.0 2.0 -0.6
N -2.868 -0.627 2.283 -0.1 0.6 -1.1
C -2.153 0.183 1.440 -0.9 -0.8 1.1
O -2.632 0.993 0.594 -0.5 -0.7 0.7
N -0.817 0.110 1.432 0.5 -1.1 0.4
C -0.180 -0.875 2.184 1.1 -1.4 0.5
O 0.735 -1.573 1.754 -1.3 1.6 0.2
H 1.104 0.633 5.015 -0.2 0.3 -0.3
H 0.038 2.055 4.984 0.1 -0.3 -0.2
H 0.654 1.382 3.462 0.0 0.0 0.1
H -1.214 -0.084 5.424 0.0 0.1 -0.4
H -1.808 0.843 4.049 0.3 -0.1 0.1
H -0.734 -2.285 5.315 0.1 -0.1 -0.5
H -0.225 -3.121 3.830 0.0 0.3 0.2
H 1.394 -1.176 5.565 0.1 -0.4 -0.3
H 1.744 -2.856 5.093 0.0 0.3 0.0
H 1.874 -1.564 3.870 -0.1 -0.1 0.5
H -3.837 -0.748 2.038 -0.4 -0.1 0.2


# 3
7
Properties=species:S:1:pos:R:3:forces:R:3 method="wB97M-V/def2-TZVPD" e_tot_ev=-6109.4962 relative_energy_kj_mol=177.31 charge=-1 gap_ev="6.31 / 6.32" lumo_ev="4.55 / 4.56"
C -0.158 -0.120 -0.197 -2.6 -0.1 1.8
N -1.310 0.671 -0.006 0.1 0.9 -0.1
N 1.176 0.354 -0.045 4.1 -1.8 -0.7
O 2.134 -0.457 -0.369 -3.3 2.3 0.7
H -0.149 -0.785 0.711 0.7 -0.4 -0.1
H -0.380 -0.736 -1.036 0.8 -0.8 -1.1
H -1.312 1.074 0.943 0.2 -0.2 -0.4